{"formula": "C14H13N3O", "method": "the ωB97M-V functional and the def2-TZVPD basis", "homo_ha": -0.3104, "relative_energy_kcal_mol": 83.1, "mol_weight_g_mol": 239.3, "orbital_gap_ev": 8.69, "fmax_ev_per_a": 2.04, "symbols": ["C", "O", "N", "C", "C", "C", "C", "C", "C", "C", "C", "N", "N", "C", "C", "C", "C", "C", "H", "H", "H", "H", "H", "H", "H", "H", "H", "H", "H", "H", "H"], "coordinates": [[3.45, 1.38, -0.46], [2.12, 1.19, 0.07], [1.17, 1.19, -1.00], [0.13, 0.43, -0.83], [-0.96, 0.27, -1.83], [-1.11, 0.86, -3.07], [-2.24, 0.57, -3.84], [-3.23, -0.30, -3.35], [-3.09, -0.87, -2.07], [-1.93, -0.60, -1.36], [-1.52, -1.06, -0.09], [-2.01, -1.82, 0.84], [-1.05, -1.68, 1.82], [0.00, -0.86, 1.51], [1.24, -0.69, 2.39], [1.06, -0.56, 3.89], [1.49, 0.66, 3.11], [-0.30, -0.41, 0.26], [4.16, 1.40, 0.41], [3.48, 2.29, -1.02], [3.68, 0.54, -1.07], [-0.40, 1.59, -3.41], [-2.37, 0.96, -4.81], [-4.11, -0.50, -3.96], [-3.88, -1.52, -1.65], [-1.09, -2.19, 2.68], [2.14, -1.25, 2.02], [0.07, -0.50, 4.27], [1.82, -1.01, 4.50], [0.77, 1.47, 3.00], [2.53, 1.01, 3.09]]}